[1]
Molecular formula: C10H19N3S
Method: DFT, ωB97M-V/def2-TZVPD

Atoms and positions in Å:
S 3.48390 1.73961 0.89058
N -3.25713 0.44672 -0.12661
N -0.32955 -0.04922 -0.46068
N 0.93644 0.12181 -0.25283
C 4.23095 0.65599 -1.83169
C -4.28906 1.10603 0.70858
C -1.02326 0.84326 -1.46932
C -1.22971 -1.13260 0.01892
C 3.72637 0.73208 -0.41841
C 3.15842 -0.28829 0.44349
C -2.28614 1.42616 -0.86109
C 4.15501 -1.27341 1.01037
C -2.56400 -0.54265 0.68327
C 1.64264 -0.67013 0.44257
H -1.17444 0.29542 -2.37694
H -2.34048 -0.14847 1.72349
H 4.97694 1.32427 -2.12795
H 4.09305 -2.15971 0.49042
H -3.65992 0.02771 -0.87861
H -0.94001 -1.86422 0.83510
H -2.08026 2.12714 -0.12132
H -0.39592 1.74867 -1.59636
H -5.00288 0.44590 1.26009
H 1.44718 -1.60732 0.91472
H -1.53949 -1.61198 -0.93133
H 5.14306 -0.91594 0.85795
H -3.63355 1.53278 1.51153
H -2.81112 2.01903 -1.69132
H 4.36837 -0.42811 -1.93938
H -4.97569 1.75178 0.17263
H 3.24356 0.89415 -2.33560
H -3.26138 -1.40305 0.79877
H 4.03743 -1.60094 2.02724

Output
Total charge: +2
LUMO energy in Ha: -0.269
Molecular weight in g/mol: 213.350
Gap between HOMO and LUMO in eV: 7.943

[2]
Molecular formula: C10H19N5O5
Method: DFT, ωB97M-V/def2-TZVPD

Atoms and positions in Å:
O 1.62337 2.67536 -1.38805
O -1.17864 -0.79511 -1.74962
O -2.20610 -1.57003 1.33416
O -4.10326 -1.61588 0.16214
O 1.92964 3.52826 0.66548
N 2.45613 -2.09939 0.49159
N 0.04344 0.73461 -0.69440
N -3.43963 0.88311 -1.87212
N 3.98933 -1.93186 -1.23959
N 1.74814 -1.44694 -1.64330
C -3.05449 0.52854 0.60403
C 0.76445 0.99712 1.72124
C 0.32580 1.68722 0.41338
C 1.37789 2.70785 -0.06950
C -1.18362 0.25475 -1.09623
C 1.91517 0.01109 1.56909
C -2.47888 1.05394 -0.75306
C -3.20707 -0.98211 0.66592
C 1.44551 -1.39304 1.23954
C 2.78742 -1.85814 -0.84697
H 0.92076 -2.04836 -1.51811
H 2.67106 0.37586 0.82197
H -0.56823 2.28750 0.62193
H 3.27151 -2.34478 1.01507
H 2.39002 -0.04293 2.56856
H -4.36325 1.10767 -1.53482
H 1.01634 2.04711 -1.81860
H -2.14219 2.10245 -0.69044
H 4.00681 -1.70817 -2.22059
H 1.38601 -1.94990 2.18183
H 1.13316 1.77274 2.41793
H 0.84447 0.21096 -0.94896
H -2.47394 0.82516 1.48147
H -4.04437 0.96304 0.85924
H -0.17238 0.53465 2.16428
H -3.42451 -0.07583 -2.20978
H -2.52016 -2.49116 1.17453
H 0.46159 -1.38617 0.74188
H 2.05270 -1.54921 -2.62111

Output
Total charge: 0
LUMO energy in Ha: 0.013
Molecular weight in g/mol: 289.292
Structure (SMILES): [H]/N=C(\N)NCCC[C@H](NC(=O)[C@@H](N)CC(=O)O)C(=O)O
Gap between HOMO and LUMO in eV: 9.392

[3]
Molecular formula: C10H19P
Method: DFT, ωB97M-V/def2-TZVPD

Atoms and positions in Å:
P -1.23030 -0.56347 -1.33221
C -2.65252 0.76013 -0.84057
C 4.14758 -1.30386 1.76991
C -1.90080 1.97039 -0.17979
C -3.28849 1.06097 -2.17155
C 2.38449 -0.52425 0.23798
C -1.25670 -1.21516 0.13117
C -1.50394 -1.85424 1.24127
C -3.63310 0.13091 0.11384
C 4.92330 0.00396 -0.09973
C 3.81034 -0.66875 0.68872
H -2.63371 1.53018 -2.97345
H -1.14255 2.22229 -0.98959
H -0.88599 -1.57291 2.06763
H 3.62981 -2.03074 2.14759
H 1.87667 0.28173 0.83795
H -1.26252 1.67222 0.72329
H -3.10058 0.28358 1.15221
H 1.92253 -1.45256 0.60138
H 2.30948 -0.42375 -0.89164
H -3.96229 -0.95535 -0.13798
H 5.15184 -1.26394 2.12829
H -2.44006 2.89152 0.10492
H -4.48781 0.84435 0.02815
H 4.52228 0.85771 -0.54147
H -3.88931 0.22607 -2.70596
H 5.86128 0.38473 0.47568
H -4.12100 1.86795 -2.13654
H -2.44552 -2.47995 1.41502
H 5.29756 -0.67978 -0.86453

Output
Total charge: 0
LUMO energy (spin up / spin down) in Ha: 0.029 / -0.086
Expectation value of S²: 2.008
Molecular weight in g/mol: 170.236
Multiplicity: 3
Gap between HOMO and LUMO (spin up / spin down) in eV: 6.698 / 6.524

[4]
Molecular formula: C10H20AsClF6I2O2PS2
Method: DFT, ωB97M-V/def2-TZVPD

Atoms and positions in Å:
I 2.65670 -2.18771 -0.42912
I 3.32596 -5.47021 0.96611
As 0.21645 6.88763 -3.59505
Cl 1.28127 3.69160 -0.27622
S -2.78975 -1.23410 2.86850
S 2.05641 2.57158 -1.85837
P -0.59511 -2.18671 0.86072
F 0.94000 6.03432 -2.16344
F -0.26003 5.28618 -4.30883
F 1.81375 6.79676 -4.45614
F -0.50668 7.74082 -5.02670
F 0.69288 8.48872 -2.88070
F -1.38091 6.97868 -2.73408
O 2.05393 3.47503 -3.13739
O 3.52957 2.17613 -1.51074
C -1.01889 -0.50790 -1.58581
C 0.20881 -5.36140 2.06857
C -0.88585 -2.03722 -1.01591
C -1.48561 -1.81105 4.07747
C 0.09295 0.55347 -1.02117
C 1.00667 -3.17849 0.70544
C -0.22990 -0.76407 4.29791
C 1.13709 0.97884 -2.22231
C 1.34177 -4.51577 1.24551
C -2.12796 -1.02654 1.13091
H -0.13229 -0.49632 5.44692
H 0.18436 -1.14281 1.53905
H -0.51092 1.52102 -0.67734
H -1.29872 -3.15172 1.64586
H -0.41773 0.20461 3.66246
H -2.97548 -1.21199 0.31515
H 0.78053 -1.29201 3.96933
H -2.10154 -0.03317 -1.46985
H 0.68232 -6.39802 2.34493
H -0.10796 -2.65654 -1.67551
H 1.93811 0.11404 -2.39802
H -0.83670 -5.42987 1.53573
H 0.49059 1.12076 -3.19459
H 0.01546 -4.81262 3.11350
H -1.77378 0.10534 1.03536
H -1.97929 -2.01280 5.14053
H 0.73190 0.17947 -0.11575
H -1.93556 -2.56157 -1.23222
H -0.84711 -0.57358 -2.76528
H -0.97967 -2.85080 3.78056

Output
Total charge: -1
LUMO energy in Ha: 0.031
Molecular weight in g/mol: 745.547
Gap between HOMO and LUMO in eV: 8.093

[5]
Molecular formula: C10H20Br10
Method: DFT, ωB97M-V/def2-TZVPD

Atoms and positions in Å:
Br -10.21516 6.91094 -8.72824
Br -4.53043 11.18376 -2.97026
Br -6.82820 7.23204 -2.18485
Br -13.32987 5.68533 -3.71336
Br -7.47801 10.15825 -4.81259
Br -11.12553 8.32466 -0.58907
Br -3.32262 7.28623 -3.38862
Br -6.10502 3.59445 -3.91718
Br -11.30549 4.21164 -5.00122
Br -10.87695 7.21305 -4.70554
C -3.90273 5.45355 -3.25400
C -10.53738 4.67553 -6.74397
C -12.59913 7.11378 -2.54713
C -8.63959 7.80015 -2.91430
C -11.65026 6.64267 -1.54330
C -5.27537 5.45882 -3.91285
C -4.85086 9.38144 -3.73475
C -6.29351 9.07051 -3.57253
C -9.29740 6.62478 -3.62848
C -10.82949 6.07449 -6.94361
H -12.00279 5.89932 -0.82828
H -6.42260 7.99953 -3.72883
H -3.87509 5.18347 -2.19835
H -9.43454 8.00297 -2.19665
H -10.45685 6.69059 -6.12529
H -11.04883 4.23506 -7.59984
H -4.97661 5.69425 -4.93433
H -6.56373 9.39173 -2.56659
H -11.91522 6.17047 -6.93428
H -9.45351 4.64180 -6.85428
H -9.62748 5.95364 -2.83556
H -4.49200 9.28369 -4.75933
H -4.20256 8.71201 -3.16936
H -10.79681 6.36334 -2.16112
H -12.17575 7.91192 -3.15691
H -8.60722 6.14925 -4.32533
H -6.06628 6.07457 -3.48459
H -13.45649 7.54502 -2.03033
H -3.13140 4.87480 -3.76214
H -8.36693 8.62861 -3.56809

Output
Total charge: 0
LUMO energy in Ha: -0.014
Molecular weight in g/mol: 939.310
Gap between HOMO and LUMO in eV: 8.261

[6]
Molecular formula: C10H20ClF6IN3P
Method: DFT, ωB97M-V/def2-TZVPD

Atoms and positions in Å:
I 3.12724 1.72638 -0.60358
Cl -4.48161 2.68520 1.85678
P 0.48527 -3.97374 -3.39993
F 0.29269 -5.19666 -4.47880
F 1.07304 -3.11492 -4.68084
F -1.13689 -4.22094 -3.22311
F 2.02812 -4.53478 -3.25014
F 0.53175 -4.25425 -1.75768
F 0.11372 -2.41947 -2.91361
N 0.67202 0.86477 2.24278
N 0.95233 -0.77513 0.72121
N 1.39867 -1.23175 2.99305
C -2.05974 2.96328 0.64152
C 1.82346 1.29004 -2.25235
C 0.98998 0.02878 -2.11383
C 1.03266 -0.43094 2.02038
C -0.30377 0.12885 -1.31734
C -0.11065 1.36598 1.06659
C -0.13711 0.08852 0.19315
C -3.53642 2.79998 0.34811
C -1.50638 1.80214 1.48199
C 1.49453 -0.82235 4.38921
H 0.68922 -0.21290 -3.13099
H 1.58677 -0.81496 -1.78746
H 1.64958 -2.18217 2.77409
H 1.42841 1.46349 2.54763
H 0.46286 2.15827 0.59749
H -1.54690 3.05260 -0.31411
H -2.20718 0.97222 1.44795
H 2.50057 1.15458 -3.08604
H -1.95327 3.89443 1.19150
H 2.00417 -1.59860 4.94446
H -1.04666 -0.41311 0.53473
H 0.50068 -0.71206 4.80989
H -1.45434 2.11525 2.51948
H -0.92004 -0.71948 -1.59075
H 0.75340 -1.76465 0.58452
H 1.20624 2.14943 -2.48960
H -3.93537 3.63635 -0.21175
H -0.80276 1.06176 -1.57335
H -3.71907 1.89728 -0.22640
H 2.06079 0.09328 4.49512

Output
Total charge: 0
LUMO energy in Ha: -0.024
Molecular weight in g/mol: 489.610
Gap between HOMO and LUMO in eV: 9.456